(1)
Formula: C7H14N2
Source: the Open Molecules 2025 dataset
Level of theory: wB97M-V/def2-TZVPD

The geometry in ORCA input format:
```
! wB97M-V def2-TZVPD RIJCOSX def2/J DEFGRID3
* xyz 0 1
C -0.391 -1.379 -0.709
C -0.320 -2.244 0.505
C -0.022 0.758 1.749
C -0.601 0.070 -0.702
C -0.508 1.016 0.359
N -1.088 0.514 -1.985
N -0.994 2.285 0.176
C 1.214 -0.117 -0.888
C 2.274 -0.252 -0.088
H -0.411 -1.820 -1.701
H -0.944 1.487 -2.211
H -2.007 0.148 -2.190
H -0.916 2.954 0.927
H -1.599 2.459 -0.611
H 1.374 0.112 -1.936
H 0.637 -2.145 1.054
H -0.387 -3.295 0.219
H -1.108 -2.023 1.229
H 0.837 1.399 1.976
H -0.816 1.009 2.456
H 0.282 -0.265 1.914
H 2.225 -0.461 0.968
H 3.269 -0.210 -0.511
*
```

Molar mass = 126.20 g mol⁻¹
Max |F| = 2.0 eV/Å
Highest occupied orbital energy (spin up / spin down) = -0.195 / -0.197 Ha
Orbital gap (spin up / spin down) = 6.209 / 6.297 eV
Relative energy (zero: lowest compared OMol25 entry of this formula, charge and spin) = 116.2 kcal per mole



(2)
Formula: C3H6O3S
Source: the Open Molecules 2025 dataset
Level of theory: wB97M-V/def2-TZVPD

The geometry in ORCA input format:
```
! wB97M-V def2-TZVPD RIJCOSX def2/J DEFGRID3
* xyz 0 1
C 1.145 1.707 0.589
C 1.003 0.846 -0.394
C -3.347 -0.882 -0.694
O 3.238 -0.500 -0.551
O 1.503 -1.039 1.232
O -3.622 -1.188 0.424
S 1.824 -0.785 -0.396
H 0.691 2.685 0.575
H 1.729 1.454 1.457
H 0.439 1.048 -1.293
H -2.950 0.112 -0.961
H -3.461 -1.571 -1.548
H 1.808 -1.888 1.560
*
```

Molar mass = 122.14 g mol⁻¹
Max |F| = 1.1 eV/Å
Highest occupied orbital energy = -0.355 Ha
Orbital gap = 10.146 eV
Relative energy (zero: lowest compared OMol25 entry of this formula, charge and spin) = 40.5 kcal per mole



(3)
Formula: C45H100F16N13NaO32S16
Source: the Open Molecules 2025 dataset
Level of theory: wB97M-V/def2-TZVPD

The geometry in ORCA input format:
```
! wB97M-V def2-TZVPD RIJCOSX def2/J DEFGRID3
* xyz -2 1
Na -8.142 -9.917 14.905
C -15.083 -5.397 11.176
C -13.652 -4.761 11.400
C -13.340 -3.303 11.354
N -11.828 -2.889 11.371
C -11.599 -1.337 11.353
C -11.927 -0.610 10.014
C -11.444 -1.449 8.827
C -11.549 -3.006 8.835
C -11.072 -3.560 10.176
C -11.179 -3.315 12.715
H -15.660 -5.173 12.073
H -15.009 -6.467 10.982
H -15.651 -4.826 10.442
H -13.129 -5.364 10.658
H -13.345 -5.085 12.395
H -13.926 -2.743 12.082
H -13.636 -2.742 10.467
H -12.154 -0.945 12.205
H -10.521 -1.175 11.377
H -13.012 -0.535 9.946
H -11.598 0.423 9.903
H -11.876 -1.301 7.838
H -10.364 -1.460 8.681
H -12.541 -3.336 8.528
H -10.886 -3.471 8.105
H -11.008 -4.629 10.377
H -10.041 -3.206 10.179
H -11.696 -2.878 13.570
H -10.141 -3.005 12.597
H -11.231 -4.401 12.779
C -4.535 -9.366 26.772
C -5.599 -9.031 25.729
C -4.961 -8.720 24.406
N -5.895 -8.237 23.295
C -4.960 -7.936 22.092
C -5.730 -7.286 20.972
C -6.531 -6.012 21.321
C -7.393 -6.303 22.598
C -6.602 -6.961 23.705
C -6.907 -9.351 22.900
H -3.831 -10.119 26.418
H -4.861 -9.553 27.795
H -3.884 -8.491 26.745
H -6.153 -8.168 26.099
H -6.162 -9.964 25.690
H -4.559 -9.650 24.004
H -4.333 -7.830 24.447
H -4.199 -7.270 22.499
H -4.476 -8.877 21.831
H -5.074 -7.034 20.140
H -6.389 -8.007 20.489
H -5.749 -5.264 21.452
H -7.183 -5.712 20.501
H -7.730 -5.328 22.951
H -8.278 -6.896 22.364
H -5.866 -6.291 24.152
H -7.275 -7.323 24.482
H -6.335 -10.255 22.688
H -7.431 -9.155 21.965
H -7.549 -9.558 23.755
C -10.449 -12.501 20.527
C -11.565 -12.219 19.498
C -12.976 -12.496 19.947
N -14.193 -12.104 19.017
C -15.393 -12.638 19.759
C -16.734 -12.299 18.946
C -16.859 -10.762 18.637
C -15.554 -10.251 17.892
C -14.336 -10.547 18.775
C -14.070 -12.969 17.781
H -10.640 -12.182 21.551
H -9.498 -12.081 20.198
H -10.209 -13.563 20.569
H -11.357 -12.642 18.516
H -11.422 -11.151 19.330
H -13.212 -11.846 20.790
H -13.017 -13.530 20.289
H -15.538 -12.199 20.746
H -15.198 -13.698 19.922
H -17.580 -12.649 19.539
H -16.843 -12.784 17.976
H -17.085 -10.350 19.621
H -17.752 -10.695 18.016
H -15.437 -9.170 17.822
H -15.390 -10.523 16.850
H -14.335 -10.097 19.768
H -13.417 -10.151 18.344
H -14.001 -14.021 18.056
H -13.163 -12.569 17.328
H -14.765 -12.757 16.969
C -4.389 -1.279 17.852
C -4.146 -1.867 16.436
C -2.718 -1.716 15.861
N -2.593 -2.443 14.485
C -2.756 -1.376 13.322
C -1.554 -0.308 13.341
C -0.170 -1.100 13.158
C -0.047 -2.115 14.292
C -1.204 -3.138 14.305
C -3.662 -3.550 14.198
H -3.976 -0.274 17.936
H -3.771 -1.795 18.588
H -5.358 -1.455 18.320
H -4.812 -1.201 15.888
H -4.634 -2.840 16.364
H -1.994 -2.217 16.503
H -2.546 -0.644 15.773
H -3.764 -0.975 13.431
H -2.660 -1.883 12.362
H -1.577 0.351 14.210
H -1.750 0.398 12.534
H 0.715 -0.464 13.175
H -0.162 -1.449 12.125
H 0.163 -1.517 15.178
H 0.826 -2.753 14.152
H -1.184 -3.827 15.150
H -1.116 -3.719 13.387
H -3.602 -4.358 14.927
H -3.330 -3.897 13.219
H -4.644 -3.097 14.061
C -9.496 -9.205 18.321
C -8.859 -7.843 17.967
C -9.708 -6.924 17.105
N -8.935 -5.730 16.419
C -7.855 -5.171 17.382
C -7.161 -3.897 16.845
C -8.175 -2.857 16.366
C -9.280 -3.323 15.428
C -9.909 -4.592 16.070
C -8.284 -6.248 15.191
H -10.544 -9.198 18.619
H -8.936 -9.839 19.009
H -9.572 -9.806 17.415
H -7.877 -8.014 17.525
H -8.721 -7.302 18.904
H -10.529 -6.440 17.633
H -10.214 -7.500 16.331
H -8.505 -4.946 18.228
H -7.260 -6.010 17.743
H -6.481 -3.508 17.603
H -6.534 -4.162 15.994
H -8.613 -2.446 17.275
H -7.535 -2.026 16.071
H -10.057 -2.600 15.178
H -8.798 -3.541 14.475
H -10.232 -4.207 17.037
H -10.693 -5.072 15.484
H -9.165 -6.617 14.665
H -7.640 -7.059 15.531
H -7.796 -5.361 14.788
N -8.874 -12.139 14.822
S -9.598 -12.648 13.565
O -11.037 -12.488 13.439
O -9.014 -13.857 13.011
F -8.896 -11.571 12.580
S -9.697 -13.184 15.920
O -9.139 -14.475 16.179
O -11.145 -13.028 16.059
F -9.181 -12.422 17.221
N -5.842 -3.622 11.096
S -6.837 -4.748 11.463
O -8.169 -4.569 10.888
O -6.645 -5.324 12.789
F -6.205 -5.927 10.598
S -6.731 -2.367 11.769
O -6.887 -2.400 13.233
O -7.738 -1.820 10.921
F -5.468 -1.346 11.648
N -9.601 -1.553 19.637
S -10.525 -2.601 20.297
O -10.912 -2.588 21.711
O -10.565 -3.955 19.674
F -11.903 -2.007 19.696
S -8.276 -1.976 20.603
O -7.715 -3.316 20.602
O -8.211 -1.276 21.857
F -7.146 -1.407 19.545
N -11.532 1.087 16.264
S -12.720 -0.044 16.162
O -12.342 -1.322 15.670
O -14.144 0.408 15.993
F -12.733 -0.483 17.778
S -11.189 0.951 14.799
O -12.236 1.404 13.914
O -10.122 0.007 14.400
F -10.429 2.440 14.863
N -6.023 -8.936 15.671
S -4.921 -7.912 14.835
O -3.668 -8.522 14.356
O -5.128 -6.509 15.096
F -5.770 -8.048 13.433
S -5.227 -8.923 16.905
O -5.294 -7.778 17.855
O -4.016 -9.726 16.895
F -6.264 -9.878 17.775
N -12.562 -8.270 23.313
S -13.451 -9.671 23.152
O -12.792 -10.950 23.431
O -14.418 -9.604 22.036
F -14.365 -9.580 24.477
S -11.333 -8.741 22.643
O -11.499 -9.065 21.256
O -10.280 -9.386 23.440
F -10.752 -7.230 22.591
N -9.830 -8.900 13.515
S -9.769 -8.295 11.952
O -10.265 -6.966 11.600
O -9.867 -9.313 10.881
F -8.222 -8.048 12.034
S -11.264 -8.661 13.556
O -12.144 -9.419 12.636
O -11.649 -7.340 13.944
F -11.486 -9.500 14.975
N -15.086 -5.601 16.534
S -13.656 -5.602 16.268
O -13.214 -5.146 14.944
O -12.856 -6.506 17.096
F -13.487 -4.289 17.151
S -15.295 -6.958 15.528
O -14.307 -8.095 15.551
O -15.917 -6.524 14.248
F -16.545 -7.599 16.338
*
```

Molar mass = 2175.38 g mol⁻¹
Max |F| = 13.3 eV/Å
Highest occupied orbital energy = -0.194 Ha
Orbital gap = 7.356 eV



> Number 2 is which compound?

C3H6O3S



> Which of these has the lowest max |F|?

C3H6O3S



> Look up the max |F| of the third one.

13.3 eV/Å